No. 1
A 12-piece molecular cluster, H24O12 overall. Source: OMol25; level of theory: ωB97M-V/def2-TZVPD.

Each line ends with the Mulliken charge.
Element x y z (Å)
O 48.69560 0.98915 57.90881  -0.742
H 49.57275 1.15833 57.78321  0.594
H 48.37203 1.03110 57.01847  0.245
O 47.47109 -0.60354 55.43888  -0.512
H 46.56179 -0.51659 55.29562  0.262
H 47.48472 -1.36003 55.89149  0.219
O 47.13603 3.90565 52.84007  -0.530
H 47.40517 2.90841 52.68840  0.351
H 47.83990 4.25440 53.01907  0.248
O 49.62979 5.08640 53.70848  -0.693
H 50.68126 4.77740 53.88045  0.380
H 49.64454 5.84448 54.25834  0.277
O 51.80835 4.00782 54.57389  -0.626
H 52.63608 4.53891 54.50538  0.289
H 51.98119 3.00555 54.58808  0.333
O 48.21973 1.37124 52.08500  -0.596
H 47.34007 1.48964 51.62048  0.285
H 48.50623 0.72674 51.51797  0.257
O 48.88883 1.93031 55.26232  -0.314
H 48.04213 1.45594 54.96470  0.318
H 49.44945 2.13128 54.35587  0.041
O 47.50716 4.74542 56.63535  -0.714
H 47.28333 4.28534 57.50071  0.363
H 48.05404 4.11573 56.13003  0.348
O 50.25205 1.50190 53.20850  -0.643
H 50.98827 0.99435 52.63446  0.283
H 49.55512 1.75076 52.51861  0.353
O 50.88212 -0.20610 55.43977  -0.760
H 50.14518 0.25749 54.92809  0.361
H 51.03758 0.52249 56.17675  0.467
O 46.80534 2.70122 57.75548  -0.737
H 47.55428 1.98339 57.68817  0.374
H 46.00247 2.30992 57.19122  0.314
O 51.04350 1.62531 57.22740  -0.638
H 51.23610 2.41760 57.47725  0.198
H 51.38155 1.02274 57.89475  0.344

## Properties
Calculated total energy: -917.06248 Ha
Multiplicity: 1
Net charge: 0

***

No. 2
C31H41CrN6O3S as an isolated structure. Source: OMol25; level of theory: ωB97M-V/def2-TZVPD.

Each line ends with the Mulliken charge.
Element x y z (Å)
Cr -0.05735 -0.94844 -0.20459  0.240
C -2.91661 -1.49204 -3.76774  -1.255
N -1.73246 -1.99400 -3.06898  0.502
C -0.66080 -2.26660 -4.02628  -1.188
C -2.11162 -3.18728 -2.34283  -1.515
C -1.06674 -3.70005 -1.36799  -0.781
N -0.79970 -3.02335 -0.04079  1.178
C 0.17226 -3.96649 0.57807  -1.635
C -2.06376 -3.01576 0.70989  -1.672
H -3.34200 -2.24608 -4.44589  0.407
H -2.66373 -0.60693 -4.34444  0.356
H -3.67528 -1.20997 -3.03586  0.319
H -0.58455 -1.43061 -4.71936  0.393
H -0.84311 -3.17962 -4.61140  0.356
H 0.30393 -2.36305 -3.52235  0.288
H -2.27745 -4.02017 -3.04688  0.564
H -3.07231 -3.01067 -1.85801  0.554
H -0.10947 -3.72046 -1.88742  0.555
H -1.33037 -4.73913 -1.13889  0.411
H -0.32467 -4.90670 0.83771  0.423
H 0.65848 -3.54967 1.44833  0.377
H 0.95830 -4.18561 -0.14081  0.364
H -2.37126 -4.04940 0.90463  0.272
H -2.81295 -2.51691 0.10417  0.563
H -3.02108 -2.65082 2.41782  0.512
C 4.60727 -1.99813 3.34335  -1.036
C 3.40912 -1.10335 3.65069  -0.667
N 3.29720 0.05198 2.76926  0.108
C 4.06499 1.25430 3.12360  -0.667
C 5.33491 1.41387 2.29294  -1.013
C 2.55466 0.04692 1.65196  0.502
S 1.84038 -1.46031 1.16590  -0.423
N 2.51576 1.18373 0.96971  -0.060
C 1.73378 1.46190 -0.05815  -0.054
O 0.76264 0.75977 -0.48041  -0.007
C 2.01599 2.73254 -0.76301  0.473
C 1.57599 2.90867 -2.07325  -0.159
C 1.80063 4.10638 -2.72907  -0.973
C 2.46530 5.13663 -2.07970  -0.438
C 2.91914 4.96274 -0.77863  -0.776
C 2.70012 3.76395 -0.12189  -0.127
H 4.61220 -2.84784 4.02652  0.411
H 5.54578 -1.45905 3.46634  0.299
H 4.54830 -2.37052 2.32083  0.280
H 3.47900 -0.72887 4.67251  0.413
H 2.49299 -1.68437 3.56903  0.238
H 4.30968 1.18305 4.18245  0.409
H 3.42720 2.12211 2.97721  0.393
H 5.99498 0.55495 2.40837  0.315
H 5.87324 2.30642 2.61265  0.359
H 5.08048 1.52200 1.23979  0.257
H 1.06798 2.09558 -2.57027  0.562
H 1.45043 4.23746 -3.74501  0.415
H 2.62848 6.07851 -2.58712  0.400
H 3.44237 5.76362 -0.27300  0.420
H 3.04368 3.61725 0.89191  0.405
O -4.03460 5.31380 -3.31507  -0.490
C -2.93105 4.56127 -3.46376  0.518
O -2.10979 4.86021 -4.28476  -0.540
C -2.77228 3.36566 -2.57716  0.951
C -3.54837 3.09121 -1.45875  -1.128
C -3.29495 1.97799 -0.67380  -0.914
C -2.23548 1.11299 -0.96546  -0.461
C -1.49125 1.37597 -2.12036  -0.270
C -1.74941 2.47754 -2.90269  -0.877
N -1.91872 -0.00605 -0.16448  0.427
C -2.27152 0.07850 1.10958  0.111
C -2.29163 -0.85264 2.12489  0.388
C -2.66156 -0.48411 3.45240  -1.395
C -2.36000 -1.26287 4.52505  -0.878
C -1.41916 -2.32658 4.31851  -0.143
C -1.16588 -2.78185 3.08728  -0.595
N -2.11346 -2.33597 2.03869  0.697
H -4.63605 4.95636 -2.65580  0.283
H -4.36285 3.74146 -1.16049  0.213
H -3.94939 1.78561 0.16696  0.640
H -0.68888 0.70484 -2.37776  0.686
H -1.16439 2.69187 -3.78755  0.563
H -2.60906 1.04806 1.47983  0.626
H -3.14907 0.47274 3.59428  0.499
H -2.66695 -0.98599 5.52195  0.401
H -0.83752 -2.70732 5.14725  0.458
H -0.41709 -3.50476 2.83558  0.384

## Properties
Calculated total energy: -3202.57880 Ha
Multiplicity: 5
Net charge: +1

***

No. 3
The molecule C3H5NO. Source: OMol25; level of theory: ωB97M-V/def2-TZVPD.

Each line ends with the Mulliken charge.
Element x y z (Å)
C 0.53961 0.75587 0.73560  -0.496
C -0.69041 0.06199 0.52908  0.035
N -0.81314 -0.98439 -0.34975  -0.616
C 0.03310 -0.80265 -1.39825  0.161
O 0.93082 0.04779 -1.54172  -0.597
H 0.55581 1.75811 1.17806  0.295
H 1.48607 0.23296 0.65761  0.270
H -0.24343 -0.19593 1.64697  0.188
H -1.60640 0.61423 0.79023  0.383
H -0.19128 -1.48471 -2.24079  0.377

## Properties
Calculated total energy: -247.17692 Ha
Multiplicity: 1
Net charge: 0

***

Let's list strongest force on any atom in order: 15.89, 0.56, 0.73 eV/Å.
Let's list relative energy (zero: lowest compared OMol25 entry of this formula, charge and spin) in order: 164.96, 51.29, 81.77 kcal per mole.